# 1
{"formula": "C5H2N6", "method": "ωB97M-V/def2-TZVPD", "elements": ["C", "C", "C", "C", "C", "N", "N", "N", "N", "N", "N", "H", "H"], "coordinates": [[1.90443, 1.45721, -0.95039], [0.89352, 0.75516, -0.43804], [-1.00237, -0.46475, 0.72765], [-1.51425, -1.83500, 0.26943], [0.39822, 0.16979, 0.76399], [1.22093, 1.75912, -2.13012], [0.22626, 1.02332, -1.91129], [-1.55049, 0.54106, 1.44252], [-2.55692, -2.71194, 0.20354], [-1.51985, -3.11945, -0.37161], [-0.48779, 1.18477, 1.52823], [2.88625, 1.70392, -0.57062], [1.10207, -0.46322, 1.43671]], "mulliken_charge": [-0.291, 0.085, 0.170, 0.349, 0.451, -0.265, -0.156, -0.354, -0.201, -0.168, -0.326, 0.371, 0.334], "gap_ev": 7.99, "homo_energy_ev": -9.21, "e_lumo_ha": -0.0449}

=====

# 2
{"formula": "C20H17F10N3OOs", "method": "ωB97M-V/def2-TZVPD", "elements": ["Os", "C", "N", "C", "C", "N", "C", "C", "F", "C", "F", "C", "F", "C", "F", "C", "F", "C", "C", "N", "C", "C", "F", "C", "F", "C", "F", "C", "F", "C", "F", "H", "H", "H", "H", "H", "H", "H", "H", "H", "H", "H", "C", "C", "C", "O", "H", "H", "H", "H", "H", "H"], "coordinates": [[-0.39746, 0.35712, 0.34844], [2.55062, 0.36683, 0.30604], [1.39607, -0.33322, -0.32883], [1.41697, -1.79350, -0.02083], [0.98237, -2.02773, 1.41747], [-0.13361, -1.11911, 1.73074], [-0.86433, -1.25594, 2.86922], [-0.90070, -2.36762, 3.73906], [-0.17784, -3.45148, 3.48302], [-1.70848, -2.38332, 4.85785], [-1.73783, -3.44679, 5.63168], [-2.50452, -1.28473, 5.16815], [-3.27266, -1.30740, 6.22693], [-2.48390, -0.15604, 4.34707], [-3.21609, 0.89770, 4.64577], [-1.67843, -0.16766, 3.24103], [-1.59779, 0.95642, 2.48382], [1.36003, -0.06239, -1.80715], [0.89332, 1.35948, -2.09822], [-0.29665, 1.63762, -1.27835], [-1.11205, 2.67014, -1.50593], [-2.29937, 2.75783, -0.72444], [-2.51838, 1.79627, 0.19602], [-3.23074, 3.74005, -0.87873], [-4.32139, 3.76994, -0.14458], [-3.01000, 4.72937, -1.84943], [-3.88965, 5.67623, -2.01391], [-1.85365, 4.70448, -2.63352], [-1.65608, 5.64868, -3.52488], [-0.92830, 3.70255, -2.46817], [0.16749, 3.72064, -3.20986], [3.47823, -0.02747, -0.11264], [2.53299, 0.20229, 1.38005], [2.48690, 1.43426, 0.11254], [2.41159, -2.20429, -0.20545], [0.70928, -2.26319, -0.70301], [1.79437, -1.84441, 2.12723], [0.70096, -3.07280, 1.52599], [0.66504, -0.77986, -2.24394], [2.35133, -0.23913, -2.22936], [0.66983, 1.43705, -3.16212], [1.67029, 2.09633, -1.88200], [-2.83296, -3.23938, -0.88154], [-3.03820, -1.81466, -0.48932], [-4.41693, -1.36466, -0.13328], [-2.09828, -1.02120, -0.47648], [-3.65181, -3.59450, -1.50750], [-2.85766, -3.84443, 0.03032], [-1.87981, -3.38107, -1.38400], [-4.98822, -2.15807, 0.34665], [-4.93289, -1.12469, -1.06868], [-4.39282, -0.46965, 0.48435]], "mulliken_charge": [1.468, -0.842, -0.338, -0.865, -0.735, 0.106, -0.078, 0.661, -0.288, 0.064, -0.239, 0.722, -0.242, -0.035, -0.249, 0.335, -0.431, -1.031, -0.716, -0.071, 0.187, 0.206, -0.162, -0.174, -0.244, 0.744, -0.228, 0.110, -0.231, 0.463, -0.274, 0.385, 0.300, 0.322, 0.420, 0.278, 0.512, 0.535, 0.369, 0.424, 0.583, 0.518, -1.259, 0.647, -1.133, -0.613, 0.410, 0.331, 0.325, 0.395, 0.333, 0.326], "total_charge": 2, "gap_ev": [8.29, 5.36], "multiplicity": 5, "homo_energy_ev": [-14.25, -14.54], "e_lumo_ha": [-0.2191, -0.3376]}

=====

# 3
{"formula": "CH8N3P2", "method": "ωB97M-V/def2-TZVPD", "elements": ["C", "N", "N", "N", "P", "P", "H", "H", "H", "H", "H", "H", "H", "H"], "coordinates": [[-0.07799, 0.54001, -0.02220], [-0.72959, 1.69443, -0.12734], [-0.74780, -0.59495, 0.29115], [1.32566, 0.54813, 0.04254], [-2.53723, -0.62965, 0.26765], [2.23652, -0.97272, 0.37355], [-1.72039, 1.76769, 0.05502], [-0.49695, 2.35537, -0.80340], [-0.07279, -1.32458, 0.14110], [1.82429, 1.23706, -0.48621], [-2.62185, -1.77502, -0.74424], [-2.64561, -1.56547, 1.46154], [2.68406, -1.12998, -1.00396], [3.57968, -0.15031, 0.55480]], "mulliken_charge": [0.694, -0.376, -0.247, -0.291, -0.165, -0.160, 0.198, 0.244, 0.221, 0.306, 0.143, 0.153, 0.131, 0.150], "total_charge": 1, "smiles": "N/C(NP)=[NH+]/P", "gap_ev": 11.05, "homo_energy_ev": -14.63, "e_lumo_ha": -0.1317}

=====

# 4
{"formula": "C4H5FS3", "method": "ωB97M-V/def2-TZVPD", "elements": ["C", "C", "C", "C", "H", "H", "H", "H", "H", "F", "S", "S", "S"], "coordinates": [[-1.66266, 1.96271, -1.19213], [0.03391, 0.01235, -0.03392], [1.32938, -0.84888, 0.03452], [1.08743, -1.98802, 1.09963], [-1.88876, 2.47310, -2.27327], [-1.52632, 2.76020, -0.49059], [-2.65312, 1.37119, -0.87199], [1.85541, -2.78377, 0.87745], [1.53937, -1.52469, 2.16174], [-0.24039, -2.41170, 1.04288], [-0.24489, 0.64289, -1.60750], [-0.52976, 0.59705, 1.31591], [2.90040, -0.26242, -0.06274]], "mulliken_charge": [-0.879, 0.378, -0.071, -0.436, 0.272, 0.367, 0.298, 0.358, 0.285, -0.274, 0.020, -0.216, -0.103], "smiles": "CSC(=S)C(=S)CF", "gap_ev": 7.40, "homo_energy_ev": -8.86, "e_lumo_ha": -0.0536}

=====

# 5
{"formula": "C4H7ClN3", "method": "ωB97M-V/def2-TZVPD", "elements": ["C", "C", "C", "C", "N", "N", "N", "Cl", "H", "H", "H", "H", "H", "H", "H"], "coordinates": [[1.41873, 1.41738, 0.08632], [0.09350, 1.52953, 0.26058], [-1.84795, -0.36949, 0.30460], [1.71846, -0.00751, -0.28349], [-1.69219, -1.68283, 0.28864], [-0.51776, 0.42991, -0.40387], [0.41246, -0.50747, -0.74676], [-3.05037, 0.64909, 0.56403], [2.23650, 2.14417, 0.44731], [-0.45151, 2.25966, 0.65506], [2.46022, -0.14702, -0.95527], [2.02044, -0.65152, 0.57556], [-2.47920, -2.18375, 0.67110], [0.46535, -0.74957, -1.73514], [-0.78669, -2.13059, 0.27133]], "mulliken_charge": [-0.241, -0.394, 0.492, -0.522, -0.238, 0.031, -0.336, -0.003, 0.320, 0.447, 0.413, 0.222, 0.281, 0.236, 0.292], "total_charge": 1, "smiles": "N/C(Cl)=[N+]1/C=CCN1", "gap_ev": [7.64, 7.64], "homo_energy_ev": [-12.39, -12.39], "e_lumo_ha": [-0.1745, -0.1746]}

=====

# 6
{"formula": "C12H12", "method": "ωB97M-V/def2-TZVPD", "elements": ["C", "C", "C", "C", "C", "C", "C", "C", "C", "C", "C", "C", "H", "H", "H", "H", "H", "H", "H", "H", "H", "H", "H", "H"], "coordinates": [[-2.73394, -1.47747, 0.67886], [-2.26506, -0.52047, -0.48481], [-1.03503, 0.39837, -0.23244], [-1.12955, 1.78289, -0.35644], [-0.10526, 2.68012, 0.02713], [1.10234, 2.30338, 0.30195], [1.39503, 0.91355, 0.14976], [2.77193, 0.34346, 0.16390], [3.22698, -0.95390, -0.11871], [2.09045, -1.86589, -0.13153], [0.81546, -1.29606, -0.12488], [0.37990, -0.02505, -0.07530], [-3.24963, -2.49909, 0.12750], [-3.67672, -0.57589, 0.96701], [-1.75518, -1.47424, 1.49357], [-1.91408, -1.32300, -1.07405], [-3.18762, 0.00740, -0.82762], [-2.23047, 1.94299, -0.53896], [-0.40677, 3.64038, -0.09354], [1.81417, 2.86877, 0.73020], [3.42636, 1.49713, -0.07998], [4.35918, -1.24501, -0.24392], [2.22638, -2.94942, -0.05693], [0.08111, -2.17295, -0.20079]], "mulliken_charge": [-0.711, -1.030, 0.550, -0.733, -0.819, -0.929, 1.245, -0.462, -0.549, -0.777, -0.152, 0.758, 0.229, 0.206, 0.299, 0.332, 0.443, 0.237, 0.469, 0.580, 0.061, 0.294, 0.365, 0.093], "gap_ev": 8.69, "homo_energy_ev": -8.22, "e_lumo_ha": 0.0173}

=====

Per-record maximum force, eV Å⁻¹: 9.42, 0.72, 3.65, 4.42, 7.46, 6.87
Per-record DFT total energy, eV: -14145.9034, -57155.2964, -24207.2001, -39449.0047, -21243.9626, -12633.2506
Per-record energy relative to the best compared isomer or geometry (same formula, charge and spin), kJ/mol: 710.4, 14.4, 0.0, 265.7, 280.6, 547.9